The following is a DFT calculation (wB97M-V/def2-TZVPD) of a single C4H9P molecule in a non-equilibrium geometry.

The geometry in XYZ format:
```
14
Properties=species:S:1:pos:R:3
C -0.98928 0.23088 -0.21429
C -0.92753 1.76005 0.16359
C 1.23279 -1.01957 0.53929
C 0.22164 -0.58411 -0.55263
P -2.51001 -0.45091 -0.00226
H -2.01048 2.04205 0.24046
H -0.51034 2.30551 -0.63432
H -0.47229 1.83529 1.07146
H 0.62462 -1.32790 1.47312
H 1.95606 -0.21584 0.84194
H 1.73340 -2.09371 0.36960
H 0.84254 0.01999 -1.29533
H 0.11346 -1.44929 -1.20255
H -1.99767 -1.75291 -0.36156
```

As for the gap between HOMO and LUMO: 0.3511 Ha. The relative energy (zero: lowest compared OMol25 entry of this formula, charge and spin) is 68.04 kJ/mol. The total energy comes out at -13580.595 eV. As for the SMILES: [H]/P=C(/C)CC. The HOMO energy is -9.1 eV.



The following is a DFT calculation (wB97M-V/def2-TZVPD) of a 2-piece molecular cluster, C4H9P overall in a non-equilibrium geometry.

The geometry in XYZ format:
```
14
Properties=species:S:1:pos:R:3
C 0.40257 -0.95078 1.18705
C 0.71167 -0.99431 -0.31365
C -0.33338 -0.16122 0.16052
C 0.39920 1.80599 0.30786
P -2.08561 -0.25271 -0.18039
H -0.10548 -1.74742 1.86786
H 1.27822 -0.43364 1.64857
H 1.59898 -0.43588 -0.63940
H 0.44145 -1.70348 -1.09985
H 1.10045 1.64170 1.11025
H -0.36592 2.43109 0.56687
H 0.89604 2.06982 -0.60012
H -1.96956 -1.57867 0.12856
H -1.87959 -0.32827 -1.56468
```

As for the gap between HOMO and LUMO: 0.3650 Ha. The relative energy (zero: lowest compared OMol25 entry of this formula, charge and spin) is 259.78 kJ/mol. The total energy comes out at -13578.607 eV. The HOMO energy is -8.9 eV.



The following is a DFT calculation (wB97M-V/def2-TZVPD) of a 2-piece molecular cluster, C4H9S overall in a non-equilibrium geometry.

The geometry in XYZ format:
```
14
Properties=species:S:1:pos:R:3
C -0.11360 -1.43395 -2.22205
S 0.64339 0.06845 -1.49760
H 0.25804 -1.58547 -3.25881
H 0.10636 -2.34074 -1.65622
H -1.19607 -1.35723 -2.29492
C 0.88906 0.43760 1.81773
C -0.53508 0.67094 1.39564
C -1.60305 0.49533 2.19301
H 1.27129 1.39533 2.19664
H 0.98131 -0.31094 2.60700
H 1.42018 0.14875 0.90265
H -0.75026 0.95504 0.36724
H -2.58192 0.54489 1.72580
H -1.48560 0.11525 3.21128
```

As for the gap between HOMO and LUMO: 0.2334 Ha. The relative energy (zero: lowest compared OMol25 entry of this formula, charge and spin) is 80.85 kJ/mol. Its charge is -1. The total energy comes out at -15128.812 eV. The HOMO energy is -2.2 eV.



The following is a DFT calculation (wB97M-V/def2-TZVPD) of an isolated ion of composition C4HClNO2 and charge -1 in a non-equilibrium geometry.

The geometry in XYZ format:
```
9
Properties=species:S:1:pos:R:3
C 0.96907 1.02879 0.49983
C 0.21918 2.06565 0.04482
C -0.49622 -0.63525 -0.40179
C -1.21021 -2.02191 -0.63572
N 0.39948 -0.12514 0.15611
O -0.56373 -2.79718 0.06210
O -2.15982 -2.09346 -1.37320
Cl 0.95393 3.60574 0.56748
H 1.88832 0.97275 1.08036
```

As for the gap between HOMO and LUMO: 0.3008 Ha. The relative energy (zero: lowest compared OMol25 entry of this formula, charge and spin) is 90.24 kJ/mol. Its charge is -1. The total energy comes out at -22269.681 eV. The HOMO energy is -4.6 eV.



The following is a DFT calculation (wB97M-V/def2-TZVPD) of C4HCrLiO5 as an isolated structure in a non-equilibrium geometry.

The geometry in XYZ format:
```
12
Properties=species:S:1:pos:R:3
O -1.51606 -1.37843 -1.60526
O 0.14517 -0.07268 -0.74980
O -0.03839 -2.20665 -0.22911
C 0.06650 2.18624 -0.48211
C -0.33925 1.12316 -1.33989
C -0.46358 -1.24362 -0.93289
H -0.16613 3.20447 -0.83498
Cr -1.40858 -3.26289 -1.09138
O 1.03506 -0.42749 2.53211
C 0.44155 -0.23131 3.48856
O 0.70432 2.04984 0.60947
Li 1.53940 0.25936 0.63527
```

As for the gap between HOMO and LUMO (alpha / beta): 0.1812 / 0.1799 Ha. Its spin multiplicity is 6. Its charge is +1. The total energy comes out at -43017.974 eV. The HOMO energy (alpha / beta) is -11.1 / -11.1 eV.



The following is a DFT calculation (wB97M-V/def2-TZVPD) of a single C4HIN2 molecule in a non-equilibrium geometry.

The geometry in XYZ format:
```
8
Properties=species:S:1:pos:R:3
C -1.90516 -0.36789 -2.23205
C -2.89333 -0.31368 -3.14134
C -1.02875 -0.04046 -1.41928
C -3.94726 -0.44186 -3.74818
N 0.11522 0.33967 0.52364
N 0.06383 -0.09003 -0.65639
I -5.57309 -0.71989 -4.97955
H 1.03303 0.11457 1.00373
```

As for the gap between HOMO and LUMO: 0.2800 Ha. The relative energy (zero: lowest compared OMol25 entry of this formula, charge and spin) is 379.41 kJ/mol. The total energy comes out at -15238.889 eV. As for the SMILES: [H]/N=N/C#CC#CI. The HOMO energy is -8.7 eV.



The following is a DFT calculation (wB97M-V/def2-TZVPD) of C4HIO as an isolated structure in a non-equilibrium geometry.

The geometry in XYZ format:
```
7
Properties=species:S:1:pos:R:3
C 1.76957 -0.62699 -0.02198
C 0.61009 -1.22933 -0.13407
C 0.66157 0.43679 -0.02641
C -0.73790 0.07988 0.30254
O -0.65847 -1.27088 0.20904
I -2.42735 1.16222 -0.00558
H 0.78249 1.44832 -0.32354
```

As for the gap between HOMO and LUMO: 0.3147 Ha. The relative energy (zero: lowest compared OMol25 entry of this formula, charge and spin) is 81.71 kJ/mol. The total energy comes out at -14304.807 eV. The HOMO energy is -8.9 eV.



The following is a DFT calculation (wB97M-V/def2-TZVPD) of C4HLiNaO4 as an isolated structure in a non-equilibrium geometry.

The geometry in XYZ format:
```
11
Properties=species:S:1:pos:R:3
O -1.03495 2.86077 0.21520
C -1.64369 3.81138 0.27738
C 1.26100 -1.01494 0.97633
C 2.25875 -0.32504 0.96761
H 3.11401 0.30083 1.16209
Li 0.27896 1.19082 0.27593
O -0.84100 -2.28790 -1.23391
C -0.55150 -1.46447 -0.37140
O -0.74773 -0.22653 -0.47318
O 0.36639 -1.88248 0.58529
Na -2.46025 -0.96246 -2.38135
```

As for the gap between HOMO and LUMO: 0.3474 Ha. Its charge is +1. The total energy comes out at -16969.747 eV. The HOMO energy is -13.5 eV.



- What is the formula in the fourth record?
  C4HClNO2